[1]
# C4H9FN

C4H9FN as an isolated structure at a distorted geometry (ωB97M-V/def2-TZVPD, the OMol25 dataset).

Each line ends with the Mulliken charge.
Atoms and positions in Å:
C: -1.845 0.154 -0.623  -0.695
C: -1.185 -0.195 0.736  -0.943
C: -0.364 -0.072 -0.494  0.911
C: 0.892 0.693 -0.411  -0.518
N: 1.751 -0.175 0.561  -0.284
F: 0.456 -1.554 -1.016  -0.501
H: -2.287 -0.600 -1.067  0.350
H: -2.166 1.146 -1.162  0.246
H: -1.250 0.466 1.565  0.374
H: -1.477 -1.149 0.947  0.316
H: 0.662 1.682 0.044  0.360
H: 1.387 0.901 -1.392  0.351
H: 1.089 -0.392 1.303  0.328
H: 2.565 0.257 0.855  0.294
H: 1.770 -1.164 0.155  0.411

Charge = +1
Energy above the lowest of the compared OMol25 structures with the same formula, charge and spin = 312.11 kJ/mol

***

[2]
# C23H32F9GaI2N2O9P

C23H32F9GaI2N2O9P as an isolated structure at a distorted geometry (ωB97M-V/def2-TZVPD, the OMol25 dataset).

Each line ends with the Mulliken charge.
Atoms and positions in Å:
C: 0.704 -1.976 3.222  -0.946
C: 0.853 -0.312 3.126  -0.005
I: 0.377 0.441 5.123  0.056
C: -0.169 0.154 1.933  -0.652
I: 0.509 -0.959 0.120  -0.039
Ga: -0.092 2.152 1.421  0.271
C: -1.668 2.709 0.135  -0.519
C: -2.695 1.478 -0.199  -0.175
C: -4.026 1.401 0.755  0.429
N: -4.349 0.128 1.554  -0.558
O: -4.864 2.438 0.833  -0.605
C: 1.640 2.476 0.324  0.371
C: 3.134 1.851 0.687  -0.117
C: 4.497 2.048 -0.178  -0.182
N: 4.480 2.876 -1.416  -0.137
C: 3.175 3.501 -1.769  -0.323
C: 1.710 3.414 -1.061  -0.341
P: -0.205 3.647 3.221  0.165
O: -1.547 3.249 4.314  -0.521
O: -0.746 5.173 2.489  -0.552
H: 0.780 -2.238 4.369  0.339
H: 1.625 -2.457 2.685  0.224
H: -0.329 -2.337 2.745  0.191
H: 1.989 -0.117 2.913  0.140
H: -1.288 -0.176 2.173  0.319
H: -1.224 3.138 -0.864  0.124
H: -2.321 3.583 0.603  0.275
H: -3.092 1.666 -1.309  0.177
H: -2.213 0.412 -0.212  0.029
H: -5.346 0.124 1.865  0.301
H: -3.717 0.027 2.379  0.241
H: 3.213 1.194 1.675  -0.094
H: 5.498 1.516 0.180  0.186
H: 3.200 4.191 -2.745  0.210
H: 0.751 3.978 -1.471  0.162
H: -1.070 3.178 5.215  0.257
H: -0.632 5.928 3.167  0.286
C: 7.280 2.347 -2.755  -1.022
C: 8.251 2.316 -1.589  -0.131
O: 9.126 1.182 -1.691  -0.310
C: 10.210 1.329 -2.517  0.369
O: 10.449 2.350 -3.156  -0.518
C: 11.080 0.074 -2.493  0.854
F: 10.352 -1.077 -2.577  -0.240
F: 11.808 -0.022 -1.342  -0.247
F: 11.980 0.027 -3.516  -0.244
H: 6.736 1.400 -2.829  0.297
H: 6.560 3.161 -2.638  0.279
H: 7.808 2.485 -3.704  0.406
H: 7.694 2.204 -0.652  0.233
H: 8.823 3.247 -1.514  0.286
C: -6.990 1.563 -2.182  -1.080
C: -6.935 0.174 -2.792  -0.211
O: -7.257 0.224 -4.191  -0.306
C: -6.233 0.575 -5.033  0.385
O: -5.097 0.845 -4.653  -0.511
C: -6.696 0.538 -6.488  0.845
F: -7.915 1.124 -6.670  -0.242
F: -6.816 -0.738 -6.956  -0.250
F: -5.840 1.175 -7.337  -0.238
H: -7.961 2.030 -2.375  0.337
H: -6.826 1.518 -1.102  0.329
H: -6.230 2.217 -2.621  0.299
H: -7.686 -0.465 -2.316  0.314
H: -5.961 -0.300 -2.631  0.320
C: -2.684 -7.057 1.120  -1.102
C: -2.335 -7.670 2.463  -0.186
O: -1.578 -6.744 3.258  -0.310
C: -2.304 -5.801 3.939  0.280
O: -3.528 -5.715 3.892  -0.521
C: -1.385 -4.918 4.782  0.952
F: -0.272 -4.515 4.103  -0.214
F: -0.935 -5.564 5.896  -0.264
F: -1.992 -3.780 5.221  -0.234
H: -1.782 -6.704 0.611  0.301
H: -3.189 -7.787 0.480  0.367
H: -3.341 -6.190 1.241  0.317
H: -1.700 -8.549 2.311  0.313
H: -3.229 -8.008 2.998  0.310

Charge = -1
E_tot = -5442.391523 a.u.

***

[3]
# C24H39BF16N2O5P

A 3-piece molecular cluster, C24H39BF16N2O5P overall at a distorted geometry (ωB97M-V/def2-TZVPD, the OMol25 dataset).

Each line ends with the Mulliken charge.
Atoms and positions in Å:
C: 7.174 3.135 0.327  -0.847
C: 6.061 4.067 -0.343  -0.302
C: 5.904 3.823 -1.928  -0.807
C: 4.438 3.247 -2.324  -0.264
N: 4.549 1.822 -2.687  -0.652
B: 3.595 0.868 -1.889  0.037
C: 2.048 1.228 -2.313  -0.639
C: 1.121 2.034 -1.330  -0.753
N: 0.150 1.334 -0.475  1.198
C: -1.022 2.192 -0.125  0.528
C: -0.619 3.235 1.038  -1.261
C: -0.358 0.063 -0.928  -0.002
C: -0.434 -1.091 0.178  -0.975
O: -0.785 -0.235 -2.047  -0.644
C: 3.993 -0.602 -2.577  -0.912
C: 3.127 -1.791 -1.751  1.572
C: 2.510 -3.011 -2.748  -1.249
O: 3.744 -3.128 -1.706  -0.498
P: 4.149 1.021 -0.061  0.436
C: 2.852 0.619 1.229  -0.622
O: 5.287 -0.297 0.141  -0.606
H: 6.686 2.223 0.799  0.153
H: 7.720 3.755 1.096  0.301
H: 7.840 2.762 -0.507  0.231
H: 6.297 5.176 -0.222  0.458
H: 5.078 3.854 0.186  0.174
H: 5.988 4.833 -2.441  0.322
H: 6.690 3.111 -2.319  0.302
H: 4.106 3.839 -3.247  0.308
H: 3.730 3.520 -1.495  -0.087
H: 4.325 1.743 -3.686  0.258
H: 1.592 0.271 -2.744  0.435
H: 2.136 1.886 -3.249  0.112
H: 0.545 2.821 -1.937  0.106
H: 1.787 2.656 -0.639  0.279
H: -1.438 2.744 -1.021  0.518
H: -1.826 1.518 0.315  -0.886
H: -1.476 3.230 1.782  0.382
H: -0.534 4.258 0.569  0.226
H: 0.348 2.935 1.541  0.297
H: -1.295 -1.784 0.016  0.329
H: 0.504 -1.716 0.215  0.243
H: -0.488 -0.549 1.180  0.317
H: 3.616 -0.701 -3.636  0.447
H: 5.078 -0.869 -2.441  0.144
H: 2.454 -1.443 -0.856  -0.406
H: 2.410 -4.110 -2.534  0.420
H: 1.484 -2.791 -2.222  0.162
H: 2.169 1.521 1.327  -0.197
H: 3.317 0.486 2.262  0.431
H: 2.205 -0.286 1.057  0.103
H: 6.050 -0.140 -0.437  0.330
C: -5.851 3.102 -0.641  -0.918
C: -4.782 2.666 0.388  0.933
C: -4.355 1.196 0.338  0.191
F: -5.372 0.356 0.601  -0.248
F: -3.404 0.945 1.275  -0.278
F: -5.199 3.011 1.630  -0.294
F: -3.676 3.423 0.141  -0.244
O: -7.212 3.178 -0.189  -0.411
C: -7.997 2.011 -0.220  0.791
C: -8.461 1.584 1.176  0.197
F: -7.418 1.333 1.991  -0.201
F: -9.190 0.445 1.108  -0.258
F: -7.348 1.037 -0.876  -0.269
F: -9.079 2.309 -0.973  -0.303
H: -5.607 4.135 -0.898  0.460
H: -5.768 2.556 -1.582  0.354
H: -3.932 0.938 -0.638  0.301
H: -9.072 2.364 1.637  0.224
C: -0.855 -6.175 3.296  -0.696
C: -1.763 -7.191 2.565  0.893
C: -1.612 -7.278 1.045  0.089
F: -1.920 -6.127 0.426  -0.189
F: -2.457 -8.216 0.546  -0.286
F: -3.051 -6.953 2.908  -0.277
F: -1.459 -8.421 3.073  -0.335
O: -1.425 -4.905 3.640  -0.418
C: -1.400 -3.878 2.676  0.873
C: -2.805 -3.430 2.263  0.151
F: -3.517 -4.446 1.734  -0.225
F: -2.734 -2.465 1.318  -0.220
F: -0.641 -4.248 1.633  -0.277
F: -0.758 -2.842 3.254  -0.319
H: -0.629 -6.627 4.265  0.391
H: 0.117 -6.064 2.811  0.331
H: -0.594 -7.563 0.766  0.275
H: -3.359 -3.041 3.121  0.263

Charge = -1
Energy above the lowest of the compared OMol25 structures with the same formula, charge and spin = 320.67 kJ/mol

***

[4]
# C3H7ClN2S

One molecule with the formula C3H7ClN2S at a distorted geometry (ωB97M-V/def2-TZVPD, the OMol25 dataset).

Each line ends with the Mulliken charge.
Atoms and positions in Å:
C: 1.360 -1.380 -0.811  -0.685
S: -0.148 -1.437 0.313  -0.102
C: -0.384 0.326 0.557  0.132
C: -0.491 0.889 1.948  -0.258
Cl: 1.116 0.459 2.650  -0.198
N: -0.793 1.188 -0.348  -0.334
N: -0.874 0.622 -1.671  -0.491
H: 1.308 -2.378 -1.370  0.278
H: 1.223 -0.519 -1.445  0.332
H: 2.322 -1.255 -0.259  0.248
H: -0.478 1.987 1.745  0.285
H: -1.365 0.526 2.615  0.277
H: -1.360 -0.313 -1.690  0.238
H: -1.437 1.285 -2.235  0.279

Charge = 0
Energy above the lowest of the compared OMol25 structures with the same formula, charge and spin = 127.99 kJ/mol
Structure (SMILES) = CS/C(CCl)=N\N